(1)
Molecular formula: C19H25N7NaO4S2
Method: DFT, ωB97M-V/def2-TZVPD

**Lowest unoccupied orbital energy**: 1.947 eV
**Energy**: -64820.3449 eV
**HOMO level**: -4.2262 eV
**HOMO-LUMO gap**: 0.2269 hartree
**ΔE to the lowest compared entry with this formula, charge and spin**: 9.2 kcal per mole
**Total charge**: -1

Positions of all 58 atoms, in Å:
Na  0.70  -0.17  -0.36
N  2.49  1.44  0.93
C  3.72  0.71  0.65
C  3.75  -0.58  1.46
N  2.66  -1.48  1.10
C  2.97  -2.68  0.34
C  2.38  -2.64  -1.07
N  0.92  -2.57  -0.99
H  2.28  2.12  0.21
H  2.52  1.92  1.83
H  4.64  1.28  0.85
H  3.71  0.47  -0.42
H  3.68  -0.33  2.52
H  4.72  -1.07  1.32
H  2.07  -1.68  1.89
H  2.58  -3.56  0.86
H  4.06  -2.82  0.26
H  2.76  -3.50  -1.64
H  2.72  -1.74  -1.58
H  0.50  -3.46  -0.75
H  0.49  -2.23  -1.85
O  -3.08  2.05  1.18
C  -1.74  2.22  1.08
O  -1.01  2.12  2.03
C  -1.32  2.64  -0.29
C  -2.02  3.62  -0.96
C  -1.49  4.09  -2.16
C  -0.31  3.54  -2.62
C  0.29  2.49  -1.92
N  -0.21  2.07  -0.76
C  1.60  1.86  -2.45
O  2.25  2.59  -3.20
O  1.85  0.70  -2.04
H  -3.25  1.78  2.09
H  -2.94  4.02  -0.55
H  -1.99  4.87  -2.71
H  0.17  3.87  -3.53
C  -4.58  1.19  -2.78
S  -3.99  -0.26  -3.69
C  -2.63  -0.70  -2.59
S  -1.06  -0.70  -3.19
N  -3.06  -0.99  -1.38
N  -2.10  -1.03  -0.43
C  -2.30  -1.87  0.51
C  -1.45  -1.86  1.71
C  -1.60  -2.84  2.69
C  -0.85  -2.76  3.85
C  0.03  -1.70  4.00
C  0.12  -0.78  2.97
N  -0.58  -0.86  1.85
H  -5.44  1.59  -3.32
H  -3.80  1.94  -2.73
H  -4.88  0.90  -1.77
H  -3.14  -2.57  0.48
H  -2.31  -3.64  2.54
H  -0.95  -3.51  4.62
H  0.63  -1.58  4.90
H  0.79  0.08  3.03

The net atomic charges from Mulliken, expressed in e, are: Na 0.7061; N -0.3471; C -0.4598; C -0.9639; N 0.4211; C -0.9266; C -0.4372; N -0.2392; H 0.1298; H 0.2140; H 0.4652; H 0.2151; H 0.3673; H 0.3123; H 0.0020; H 0.3732; H 0.3294; H 0.4585; H 0.0927; H 0.2026; H -0.0050; O -0.4562; C 0.0830; O -0.5784; C 0.4245; C -0.5154; C -0.4452; C -0.8023; C 0.6164; N 0.3295; C -0.2140; O -0.8064; O -0.5761; H 0.3525; H 0.4644; H 0.4091; H 0.5127; C -0.5612; S -0.1740; C 0.2877; S -0.3577; N -1.2497; N 1.0843; C -1.3909; C 1.2423; C -0.9491; C -0.4044; C -0.6219; C -0.7061; N 0.5494; H 0.3479; H 0.0414; H 0.2277; H 0.2531; H 0.4573; H 0.4022; H 0.4283; H 0.3845

---

(2)
Molecular formula: C19H25NO4
Method: DFT, ωB97M-V/def2-TZVPD

**Lowest unoccupied orbital energy**: -0.614 eV
**Energy**: -29774.9389 eV
**HOMO level**: -7.9394 eV
**HOMO-LUMO gap**: 0.2692 hartree
**SMILES string**: COCCN(CCOC)Cc1cc(=O)oc2cc3c(cc12)CCC3
**ΔE to the lowest compared entry with this formula, charge and spin**: 354.9 kcal per mole
**Total charge**: 0

Positions of all 49 atoms, in Å:
C  4.04  3.48  -2.29
O  4.37  2.41  -1.33
C  3.39  2.05  -0.30
C  2.32  1.24  -1.03
N  1.55  0.45  -0.24
C  2.24  -0.43  0.57
C  1.54  -1.89  0.56
O  0.41  -2.04  1.50
C  1.01  -2.38  2.99
C  0.71  1.51  0.69
C  -0.35  0.83  1.46
C  -0.46  0.58  2.96
C  -1.48  0.10  3.61
O  -1.49  -0.17  4.72
O  -2.36  -0.42  2.88
C  -2.37  -0.53  1.55
C  -3.41  -1.05  0.82
C  -3.28  -1.45  -0.50
C  -2.46  -0.61  -1.30
C  -1.43  0.09  -0.86
C  -1.35  0.03  0.88
C  -2.68  -0.66  -2.83
C  -4.11  -1.15  -2.86
C  -4.39  -1.85  -1.36
H  4.90  3.70  -2.95
H  3.54  4.32  -1.95
H  3.41  2.90  -2.93
H  3.22  3.04  0.07
H  3.87  1.51  0.33
H  2.89  0.61  -1.72
H  1.71  1.97  -1.75
H  2.38  -0.05  1.60
H  3.28  -0.77  0.19
H  0.98  -1.96  -0.44
H  2.16  -2.52  0.58
H  1.69  -1.68  3.33
H  0.03  -2.68  3.23
H  1.50  -3.31  2.83
H  1.28  2.04  1.57
H  0.42  2.53  0.30
H  0.41  1.29  3.61
H  -4.16  -1.71  1.37
H  -0.57  0.71  -1.25
H  -1.92  -1.56  -3.10
H  -2.34  0.10  -3.42
H  -4.72  -0.27  -3.13
H  -4.26  -1.78  -3.83
H  -4.14  -3.09  -1.65
H  -5.52  -1.49  -1.19

The net atomic charges from Mulliken, expressed in e, are: C -0.7898; O -0.4838; C -0.5363; C -0.9833; N 0.5066; C -0.4728; C -1.8511; O -0.2234; C -0.9319; C -1.3061; C 1.2122; C -0.7718; C 0.4008; O -0.6243; O -0.4881; C 1.2136; C -0.9364; C 0.0407; C 0.7954; C -1.0823; C 0.3354; C -0.9483; C -0.7528; C -0.2883; H 0.2668; H 0.3497; H 0.3179; H 0.3762; H 0.4987; H 0.4806; H 0.3251; H 0.3257; H 0.4684; H 0.2577; H 1.2327; H 0.3186; H 0.2990; H 0.4234; H 0.5074; H 0.3950; H -0.0224; H 0.2920; H 0.0090; H 0.2074; H 0.5525; H 0.3032; H 0.3016; H 0.2424; H 0.2372

---

(3)
Molecular formula: C19H26F5N6O5PZn
Method: DFT, ωB97M-V/def2-TZVPD

**Lowest unoccupied orbital energy**: 0.111 eV
**Energy**: -110592.3704 eV
**HOMO level**: -8.4289 eV
**HOMO-LUMO gap**: 0.3138 hartree
**ΔE to the lowest compared entry with this formula, charge and spin**: 39.2 kcal per mole
**Total charge**: 0

Positions of all 63 atoms, in Å:
Zn  1.43  0.64  0.92
O  1.70  -1.60  2.25
C  0.81  -2.69  1.97
C  -0.73  -2.36  2.16
C  -1.33  -1.12  1.41
C  -1.42  0.17  2.17
C  -2.54  0.40  2.91
C  -2.61  1.60  3.62
C  -1.60  2.58  3.51
C  -0.45  2.14  2.86
N  -0.31  0.98  2.23
H  2.48  -1.79  1.76
H  0.95  -3.50  2.66
H  0.87  -3.14  0.93
H  -0.93  -2.11  3.23
H  -1.40  -3.24  1.93
H  -2.41  -1.38  1.10
H  -0.75  -1.01  0.44
H  -3.27  -0.38  3.07
H  -3.56  1.80  4.17
H  -1.68  3.54  3.92
H  0.39  2.78  2.94
C  2.15  -1.16  -1.46
O  1.29  -0.39  -0.64
H  3.13  -0.66  -1.66
H  1.58  -1.17  -2.46
H  2.21  -2.23  -1.04
N  -1.53  4.83  -0.59
N  -0.79  3.76  -1.12
N  -1.15  2.72  -1.93
C  -0.24  1.76  -1.63
N  0.60  2.20  -0.61
N  0.25  3.44  -0.25
H  -1.92  5.41  -1.37
H  -0.81  5.33  -0.05
H  -0.13  0.85  -2.15
F  1.94  1.19  4.04
C  3.04  1.46  3.29
C  2.96  1.53  1.90
C  3.97  2.06  1.14
F  3.88  2.08  -0.20
C  5.18  2.39  1.78
F  6.21  2.78  1.05
C  5.35  2.26  3.15
F  6.57  2.64  3.75
C  4.30  1.67  3.88
F  4.56  1.29  5.14
C  -4.05  -3.74  -3.55
O  -2.71  -3.60  -4.06
P  -1.29  -2.96  -3.36
O  -1.84  -1.73  -2.47
C  -2.61  -0.57  -2.82
O  -0.80  -2.07  -4.66
C  -0.38  -2.75  -5.85
H  -4.65  -2.86  -3.75
H  -4.10  -4.09  -2.50
H  -4.48  -4.67  -4.04
H  -3.58  -0.59  -2.20
H  -2.64  -0.38  -3.95
H  -2.07  0.32  -2.41
H  0.21  -3.61  -5.67
H  0.07  -1.97  -6.52
H  -1.29  -3.08  -6.33

The net atomic charges from Mulliken, expressed in e, are: Zn 1.0069; O -0.4572; C -0.5636; C -0.8690; C -0.0849; C 0.4707; C -0.8596; C -0.2585; C -1.2099; C -0.2165; N 0.3301; H 0.2536; H 0.4244; H 0.2351; H 0.3819; H 0.3937; H 0.4287; H -0.3841; H 0.4462; H 0.3343; H 0.4962; H 0.4627; C -0.7992; O -0.3432; H 0.2353; H 0.0190; H 0.1768; N -0.6373; N 0.8688; N -0.5822; C -0.6961; N 0.2901; N -0.7222; H 0.2808; H 0.3177; H 0.8196; F -0.2889; C 0.8229; C -0.8960; C 0.4540; F -0.2790; C 0.4738; F -0.3160; C 0.1330; F -0.2977; C 0.3930; F -0.3037; C -0.6679; O -0.3152; P -0.0374; O 0.1930; C -0.0094; O -0.1818; C -0.7365; H 0.2703; H 0.2664; H 0.2536; H 0.2534; H 0.2596; H -0.2700; H 0.3252; H 0.2098; H 0.3025

---

(4)
Molecular formula: C19H26Hg2NO9
Method: DFT, ωB97M-V/def2-TZVPD

**Lowest unoccupied orbital energy**: -14.939 eV
**Energy**: -48353.5302 eV
**HOMO level**: -17.0201 eV
**HOMO-LUMO gap**: 0.0765 hartree
**ΔE to the lowest compared entry with this formula, charge and spin**: 11.4 kcal per mole
**Total charge**: +3

Positions of all 57 atoms, in Å:
Hg  -0.58  -0.38  3.41
Hg  -1.20  -2.90  1.57
C  -0.97  0.58  0.66
O  -1.55  -0.52  1.37
H  -1.57  1.49  0.66
H  0.02  0.83  1.04
H  -0.73  0.31  -0.37
C  4.07  -1.55  -1.85
C  3.50  -1.06  -0.68
C  2.96  0.20  -0.69
C  3.00  1.00  -1.83
C  3.53  0.47  -3.01
C  4.18  -0.76  -3.00
N  2.53  2.37  -1.79
O  1.80  2.69  -0.84
O  2.88  3.13  -2.65
H  4.35  -2.60  -1.79
H  3.45  -1.66  0.22
H  2.46  0.68  0.14
H  3.61  0.98  -3.96
H  4.54  -1.18  -3.93
O  -1.27  -3.06  -0.63
C  -1.20  -3.05  -1.86
O  -1.16  -4.12  -2.58
C  -0.65  -3.90  -3.91
C  -0.83  -2.40  -4.14
C  -1.22  -1.81  -2.77
H  -1.27  -4.49  -4.58
H  0.39  -4.18  -4.09
H  -1.67  -2.13  -4.78
H  0.11  -1.94  -4.45
H  -2.13  -1.23  -2.62
H  -0.36  -1.26  -2.37
O  1.12  1.04  3.50
C  2.08  1.78  3.76
O  1.89  3.00  4.13
C  3.12  3.77  4.16
C  4.17  2.80  3.61
C  3.56  1.44  3.78
H  3.35  4.09  5.17
H  3.00  4.67  3.56
H  5.16  2.94  4.04
H  4.38  2.92  2.54
H  3.76  0.96  4.74
H  3.72  0.78  2.93
O  -7.27  -0.35  -1.17
C  -6.61  -0.14  -0.20
O  -7.04  -0.52  1.01
C  -5.96  -0.39  1.96
C  -5.13  0.74  1.38
C  -5.20  0.41  -0.10
H  -5.45  -1.36  1.97
H  -6.30  -0.34  2.99
H  -4.12  0.62  1.81
H  -5.52  1.74  1.56
H  -4.60  -0.47  -0.34
H  -5.11  1.31  -0.70

The net atomic charges from Mulliken, expressed in e, are: Hg 1.4413; Hg 1.5596; C 0.0613; O -0.6455; H 0.3746; H -0.1391; H 0.0744; C -0.3583; C -0.6045; C 0.2486; C -0.1621; C -0.3006; C -0.6600; N 1.0089; O -0.6217; O -0.5119; H 0.4150; H 0.4547; H 0.3074; H 0.4776; H 0.4324; O -0.6654; C 0.1678; O -0.3242; C -0.3370; C -0.5933; C 0.1507; H 0.3107; H 0.2601; H 0.2930; H 0.3181; H 0.4241; H -0.1298; O -0.8096; C 0.3857; O -0.2818; C -0.4313; C -0.5682; C -0.2125; H 0.3146; H 0.3214; H 0.3882; H 0.2706; H 0.3225; H 0.2095; O -0.3813; C 0.4022; O -0.3043; C -0.4493; C -0.1570; C -0.0795; H 0.1960; H 0.3820; H -0.0575; H 0.3630; H 0.0498; H 0.3999

---

(5)
Molecular formula: C19H26MnN2O6PS2
Method: DFT, ωB97M-V/def2-TZVPD

**Lowest unoccupied orbital energy (alpha / beta)**: -7.737 / -5.647 eV
**Energy**: -97657.6544 eV
**HOMO level (alpha / beta)**: -14.7858 / -14.7724 eV
**HOMO-LUMO gap (alpha / beta)**: 0.2590 / 0.3354 hartree
**2S+1**: 5
**Total charge**: +2

Positions of all 57 atoms, in Å:
Mn  -0.06  -0.11  -0.23
O  1.76  -2.97  -1.07
C  0.64  -3.02  -0.61
N  0.14  -2.05  0.28
S  -1.46  -2.26  0.51
O  -1.97  -1.04  -0.18
O  -1.90  -2.40  1.86
C  -1.64  -3.73  -0.41
C  -2.75  -4.54  -0.56
C  -2.57  -5.70  -1.29
C  -1.33  -6.03  -1.82
C  -0.22  -5.21  -1.65
C  -0.39  -4.05  -0.92
H  -3.71  -4.28  -0.13
H  -3.41  -6.37  -1.44
H  -1.23  -6.95  -2.38
H  0.75  -5.47  -2.05
N  -2.68  0.58  4.25
C  -1.33  0.22  3.73
C  -1.27  0.80  2.32
O  -2.25  1.43  1.93
O  -0.20  0.54  1.69
H  -2.65  1.26  5.02
H  -3.21  -0.23  4.57
H  -3.16  1.02  3.44
H  -1.24  -0.86  3.67
H  -0.55  0.62  4.38
C  -0.97  3.51  -0.43
S  -1.36  2.44  -1.80
C  -3.01  1.95  -1.32
O  -0.49  1.18  -1.59
H  -1.57  4.41  -0.55
H  0.09  3.76  -0.50
H  -1.20  3.01  0.51
H  -3.66  2.82  -1.43
H  -3.01  1.59  -0.29
H  -3.33  1.17  -2.02
C  2.65  -0.27  -2.46
P  2.25  0.19  -0.76
C  3.38  -0.64  0.37
C  2.47  1.97  -0.57
C  2.46  2.52  0.71
C  2.62  3.88  0.88
C  2.78  4.71  -0.23
C  2.77  4.17  -1.51
C  2.61  2.80  -1.68
H  1.91  0.13  -3.15
H  2.67  -1.35  -2.52
H  3.64  0.13  -2.71
H  4.38  -0.24  0.23
H  3.35  -1.71  0.16
H  3.06  -0.47  1.40
H  2.34  1.88  1.58
H  2.64  4.30  1.88
H  2.92  5.77  -0.09
H  2.90  4.81  -2.37
H  2.61  2.39  -2.68

The net atomic charges from Mulliken, expressed in e, are: Mn 0.6863; O -0.5898; C 0.6891; N -0.3564; S 1.2424; O -0.5818; O -0.7074; C 0.5809; C -0.7052; C -0.5960; C -0.5551; C -0.5972; C 0.0086; H 0.4938; H 0.4369; H 0.4275; H 0.5214; N -0.1622; C -0.6752; C 0.8284; O -0.8296; O -0.3666; H 0.3604; H 0.3631; H 0.2864; H 0.2586; H 0.3331; C -0.0954; S 0.2772; C -0.7363; O -0.6263; H 0.5456; H -0.1123; H -0.1234; H 0.4828; H 0.0788; H 0.3453; C -1.5090; P 1.2915; C -1.2471; C 1.0390; C -0.5454; C -0.7538; C -0.5662; C -0.7341; C -0.3097; H 0.4732; H 0.4110; H 0.4685; H 0.4699; H 0.3931; H 0.3958; H 0.2507; H 0.4181; H 0.4283; H 0.4299; H 0.3659

---

(6)
Molecular formula: C19H26N2O3
Method: DFT, ωB97M-V/def2-TZVPD

**Lowest unoccupied orbital energy**: 0.713 eV
**Energy**: -29248.8770 eV
**HOMO level**: -8.8835 eV
**HOMO-LUMO gap**: 0.3526 hartree
**SMILES string**: CCCCc1nc2cc(C(=O)N[C@H]3CCOC(C)(C)C3)ccc2o1
**ΔE to the lowest compared entry with this formula, charge and spin**: 16.9 kcal per mole
**Total charge**: 0

Positions of all 50 atoms, in Å:
C  -6.98  -2.15  1.61
C  -6.49  -0.91  0.87
C  -6.30  -1.18  -0.62
C  -5.81  0.07  -1.37
C  -4.46  0.47  -0.91
N  -3.42  -0.28  -0.82
C  -2.42  0.53  -0.34
C  -1.09  0.27  -0.04
C  -0.33  1.32  0.45
C  1.11  1.15  0.83
O  1.62  1.81  1.72
N  1.78  0.22  0.12
C  3.17  -0.10  0.36
C  3.35  -1.60  0.61
C  4.81  -1.99  0.31
O  5.70  -0.93  0.51
C  5.55  0.15  -0.42
C  6.39  -0.10  -1.67
C  6.06  1.40  0.31
C  4.06  0.33  -0.80
C  -0.89  2.59  0.65
C  -2.21  2.87  0.35
C  -2.96  1.82  -0.15
O  -4.26  1.76  -0.51
H  -6.26  -2.96  1.50
H  -7.12  -1.94  2.66
H  -7.93  -2.48  1.20
H  -7.21  -0.10  1.00
H  -5.54  -0.58  1.31
H  -7.24  -1.51  -1.06
H  -5.56  -1.97  -0.75
H  -6.49  0.90  -1.21
H  -5.76  -0.15  -2.44
H  -0.70  -0.73  -0.16
H  1.33  -0.23  -0.66
H  3.45  0.47  1.26
H  3.10  -1.83  1.65
H  2.68  -2.17  -0.04
H  4.89  -2.38  -0.72
H  5.15  -2.78  0.99
H  7.44  -0.18  -1.39
H  6.27  0.71  -2.38
H  6.10  -1.03  -2.15
H  6.12  2.24  -0.37
H  7.05  1.19  0.71
H  5.41  1.65  1.14
H  3.88  1.38  -1.05
H  3.82  -0.27  -1.68
H  -0.25  3.36  1.05
H  -2.64  3.84  0.50

The net atomic charges from Mulliken, expressed in e, are: C -1.3479; C -0.1840; C -0.7762; C -0.7023; C 0.6135; N -0.6447; C 0.6681; C -0.8753; C 0.6438; C 0.4196; O -0.6699; N -0.0970; C -0.0613; C -0.7918; C -0.5584; O -0.4733; C 1.6738; C -1.6850; C -1.7163; C -1.1133; C -0.6556; C -1.1674; C 0.7258; O -0.4421; H 0.3439; H 0.3759; H 0.3234; H 0.2853; H 0.2673; H 0.4036; H 0.3800; H 0.2132; H 0.2973; H 0.5071; H 0.3221; H 0.2817; H 0.3174; H 0.3245; H 0.2564; H 0.3975; H 0.3912; H 0.3799; H 0.3498; H 0.3971; H 0.4058; H 0.3695; H 0.4179; H 0.3074; H 0.4604; H 0.4416